# C15H25NO

A single C15H25NO molecule at a distorted geometry (wB97M-V/def2-TZVPD, the OMol25 dataset).

Cartesian coordinates (Å):
H  -1.02991  -3.96073  -1.90480
H  3.65110  2.03102  2.32929
O  1.82895  1.64290  0.29217
C  3.11279  -0.23695  1.20276
C  -2.57895  -2.55117  -1.90890
H  -2.57184  -2.57690  -3.02149
C  2.01960  0.81838  1.48931
H  -3.93206  -0.84913  -1.86943
H  -1.33341  0.51175  2.43027
H  0.85556  2.14411  -2.26507
H  0.68911  -2.26062  -1.46087
H  0.21280  -1.80454  0.80259
C  -1.23289  -2.98985  -1.48379
C  -2.95467  -1.06540  -1.50346
H  -3.32023  -3.27171  -1.41171
C  -0.20782  -1.95943  -1.91992
H  -1.71517  -0.14051  -3.16351
H  -0.06316  -1.99486  -2.99011
H  3.02916  -1.13931  1.77328
H  -1.37047  -3.14729  -0.40313
H  -1.52827  2.04240  0.79595
C  0.79566  0.05021  2.01774
C  -0.48658  1.99926  1.12420
H  0.68386  3.47293  -1.07768
C  -1.81986  -0.14687  -2.02422
C  0.17914  -0.66218  0.78102
H  3.21149  -0.55926  0.13494
C  -0.36154  1.03014  2.39681
H  2.67066  1.09448  3.49280
N  -0.52018  -0.58606  -1.42683
C  -0.04509  0.10710  -0.29212
C  0.35580  1.49226  -0.07301
H  2.14640  2.66633  2.67948
H  -2.21206  0.89251  -1.73841
C  0.29859  2.46705  -1.35106
H  -0.08669  3.00185  1.48804
H  0.94601  -0.70608  2.81191
H  -0.22713  1.60877  3.28842
H  4.12243  0.27286  1.39257
H  -0.72012  2.70890  -1.66754
C  2.61595  1.69468  2.57939
H  -3.10696  -1.14106  -0.34586

SMILES ... CC1(C)O[C@]2(C)CC[C@H]1C=C2N1CCCCC1
Total charge ... 0
ΔE to the lowest compared entry with this formula, charge and spin ... 246.29 kJ/mol

From a Löwdin analysis of the wavefunction, the atomic charges in e read: number 1, H, carries 0.11; number 2, H, carries 0.09; number 3, O, carries -0.04; number 4, C, carries -0.03; number 5, C, carries -0.24; number 6, H, carries 0.11; number 7, C, carries -0.52; number 8, H, carries 0.08; number 9, H, carries 0.11; number 10, H, carries 0.09; number 11, H, carries 0.10; number 12, H, carries 0.14; number 13, C, carries -0.23; number 14, C, carries -0.17; number 15, H, carries 0.13; number 16, C, carries -0.15; number 17, H, carries 0.13; number 18, H, carries 0.12; number 19, H, carries 0.07; number 20, H, carries 0.11; number 21, H, carries 0.11; number 22, C, carries -0.23; number 23, C, carries -0.08; number 24, H, carries 0.08; number 25, C, carries -0.16; number 26, C, carries 0.02; number 27, H, carries 0.09; number 28, C, carries -0.11; number 29, H, carries 0.10; number 30, N, carries -0.08; number 31, C, carries -0.21; number 32, C, carries -0.37; number 33, H, carries 0.08; number 34, H, carries 0.12; number 35, C, carries 0.00; number 36, H, carries 0.14; number 37, H, carries 0.15; number 38, H, carries 0.09; number 39, H, carries 0.10; number 40, H, carries 0.06; number 41, C, carries -0.04; number 42, H, carries 0.14


# C15H25O4PV

A molecular structure, C15H25O4PV at a distorted geometry (wB97M-V/def2-TZVPD, the OMol25 dataset).

Cartesian coordinates (Å):
H  -3.06082  -1.01741  2.84960
H  -0.23190  -2.76577  1.78358
H  0.73934  1.14479  -5.82917
O  2.68014  1.20586  -2.00454
C  0.22277  3.15342  0.82233
H  -0.02405  -3.71236  0.31592
H  1.69520  -1.44266  -1.30222
C  -0.15359  -1.62526  -0.12365
H  -0.92355  -1.20799  -4.65900
C  0.00754  3.92927  -1.68554
H  -3.00205  1.19629  2.84809
H  1.96453  -0.17689  3.75967
H  0.92871  -1.11430  -4.80072
H  1.48086  1.25370  1.85700
H  -1.34199  -1.24856  3.18186
H  0.90652  -1.45982  3.16756
H  -2.48915  -0.00772  0.61174
C  -0.14347  0.57372  -5.53950
C  -1.62913  1.70286  -1.60043
H  0.19956  -1.01725  -2.16784
H  -1.21805  -1.76898  -0.37253
C  0.26161  -2.77288  0.80780
C  1.32270  0.16962  1.75389
O  -2.65088  1.41127  -2.10623
H  -1.27871  1.63333  2.91035
C  -2.10086  1.35393  2.23778
H  -2.30019  2.19188  1.55810
H  1.34619  -2.80776  0.96046
H  -2.12470  -2.09890  1.81375
H  2.64167  -1.51577  1.25265
C  1.68912  1.62616  -1.54461
H  0.23142  0.12604  3.64565
C  0.63253  -1.69303  -1.42419
P  -0.14928  0.08966  0.60051
C  -0.04032  -0.61832  -4.93075
C  2.60068  -0.42515  1.15052
H  3.45912  -0.02019  1.70516
O  0.46201  3.78733  1.78012
C  -2.07976  -1.15984  2.37357
C  1.07038  -0.37541  3.15415
H  -1.11519  1.06009  -5.66108
C  -1.80568  0.05586  1.47964
O  -0.04101  5.02383  -2.08935
H  2.75632  -0.15713  0.10052
H  0.57132  -2.72073  -1.81393
V  0.03410  2.24118  -0.82668

<S²> ... 3.7822
Multiplicity ... 4
Total charge ... +2
ΔE to the lowest compared entry with this formula, charge and spin ... 0.00 kJ/mol

From a Löwdin analysis of the wavefunction, the atomic charges in e read: number 1, H, carries 0.10; number 2, H, carries 0.06; number 3, H, carries 0.05; number 4, O, carries 0.22; number 5, C, carries -0.10; number 6, H, carries 0.11; number 7, H, carries 0.07; number 8, C, carries -0.50; number 9, H, carries 0.06; number 10, C, carries -0.05; number 11, H, carries 0.10; number 12, H, carries 0.11; number 13, H, carries 0.06; number 14, H, carries 0.08; number 15, H, carries 0.08; number 16, H, carries 0.08; number 17, H, carries 0.10; number 18, C, carries -0.06; number 19, C, carries -0.02; number 20, H, carries 0.04; number 21, H, carries 0.12; number 22, C, carries -0.08; number 23, C, carries -0.51; number 24, O, carries 0.24; number 25, H, carries 0.08; number 26, C, carries -0.10; number 27, H, carries 0.07; number 28, H, carries 0.08; number 29, H, carries 0.08; number 30, H, carries 0.08; number 31, C, carries -0.05; number 32, H, carries 0.07; number 33, C, carries -0.11; number 34, P, carries 1.09; number 35, C, carries -0.10; number 36, C, carries -0.08; number 37, H, carries 0.11; number 38, O, carries 0.23; number 39, C, carries -0.08; number 40, C, carries -0.08; number 41, H, carries 0.05; number 42, C, carries -0.51; number 43, O, carries 0.25; number 44, H, carries 0.04; number 45, H, carries 0.11; number 46, V, carries 0.40


# C15H26AsN5O8P2Tl

A molecular structure, C15H26AsN5O8P2Tl (wB97M-V/def2-TZVPD, the OMol25 dataset).

Cartesian coordinates (Å):
N  4.24146  1.26683  -3.17107
N  -1.38168  -3.66539  -0.40601
C  -0.84321  -2.23190  3.52586
H  -1.29335  -4.19655  4.11263
H  2.28723  0.27601  0.22559
O  3.79229  2.91031  -1.21157
H  -0.22276  0.45458  2.17807
H  -0.79253  -1.79810  4.51699
C  -0.01202  4.15723  1.64053
C  2.72667  1.30228  -2.97000
N  -0.87570  -1.81484  1.02153
C  -1.18783  -3.16039  0.88680
C  -1.99363  -1.30354  -2.99546
H  2.16244  1.93959  -4.96877
H  2.56921  5.34099  2.30950
P  2.60194  1.97297  -1.20306
H  -2.29684  -0.26040  -3.03581
H  -1.59982  -5.03210  1.76964
H  -0.89904  -4.90295  -2.63987
C  -1.13813  -3.50959  3.28892
H  -1.19467  -3.94627  -4.91010
O  0.93358  -0.29262  1.02184
Tl  -0.72224  0.56040  -0.67416
H  4.50538  0.28431  -2.94991
C  -1.29978  -4.00336  1.93469
H  3.12628  4.46765  0.84892
C  -0.62965  -1.31363  2.39391
C  2.05193  2.26418  -3.93167
H  -1.89958  -1.55081  -5.12712
H  3.79657  4.05299  2.42705
O  1.76157  -0.61998  -4.66103
H  -1.25583  -4.65873  -0.44342
H  4.57738  1.97155  -2.44159
N  0.54938  -1.48495  1.53227
O  1.22183  2.48471  -0.95975
O  -0.96938  -0.01529  2.63246
O  0.88064  -0.62919  -2.31345
H  1.30188  4.24157  4.37751
C  -1.47930  -3.06994  -1.65090
H  -0.95063  3.62190  1.79944
As  1.50569  2.99455  2.10635
C  1.27315  3.19439  4.06523
C  -1.38435  -3.34283  -4.03022
H  2.05550  2.64375  4.59091
H  4.52384  1.49684  -4.11586
H  -0.00822  5.06521  2.24793
H  0.06822  4.41324  0.58388
O  3.40284  -1.25465  -2.85659
C  -1.78081  -2.01376  -4.15684
N  -1.86049  -1.80638  -1.76565
H  0.30965  2.76271  4.34532
O  3.00468  0.71879  -0.30970
C  2.89083  4.37543  1.91144
P  2.16091  -0.46044  -3.07014
C  -1.23110  -3.87990  -2.77568
H  2.45547  3.27348  -3.81361
H  0.98947  2.30811  -3.68638
H  0.80592  -0.47286  -4.73392

Total charge ... -1
Energy ... -123922.61396 eV

From a Löwdin analysis of the wavefunction, the atomic charges in e read: number 1, N, carries 0.14; number 2, N, carries 0.13; number 3, C, carries -0.01; number 4, H, carries 0.09; number 5, H, carries 0.02; number 6, O, carries -0.35; number 7, H, carries 0.04; number 8, H, carries 0.11; number 9, C, carries -0.34; number 10, C, carries -0.49; number 11, N, carries 0.07; number 12, C, carries -0.27; number 13, C, carries -0.21; number 14, H, carries 0.07; number 15, H, carries 0.01; number 16, P, carries 0.25; number 17, H, carries 0.08; number 18, H, carries 0.09; number 19, H, carries 0.11; number 20, C, carries -0.09; number 21, H, carries 0.10; number 22, O, carries -0.42; number 23, Tl, carries 0.92; number 24, H, carries 0.12; number 25, C, carries -0.05; number 26, H, carries 0.00; number 27, C, carries -0.52; number 28, C, carries -0.10; number 29, H, carries 0.10; number 30, H, carries 0.02; number 31, O, carries -0.18; number 32, H, carries 0.13; number 33, H, carries 0.11; number 34, N, carries 0.00; number 35, O, carries -0.47; number 36, O, carries 0.00; number 37, O, carries -0.42; number 38, H, carries 0.01; number 39, C, carries -0.30; number 40, H, carries 0.01; number 41, As, carries 1.09; number 42, C, carries -0.36; number 43, C, carries -0.08; number 44, H, carries 0.01; number 45, H, carries 0.14; number 46, H, carries 0.01; number 47, H, carries 0.01; number 48, O, carries -0.32; number 49, C, carries -0.09; number 50, N, carries 0.06; number 51, H, carries 0.01; number 52, O, carries -0.18; number 53, C, carries -0.34; number 54, P, carries 0.32; number 55, C, carries -0.02; number 56, H, carries 0.08; number 57, H, carries 0.08; number 58, H, carries 0.05


# C15H26BF4N4O2P

2 unconnected molecules or ions with the total composition C15H26BF4N4O2P at a distorted geometry (wB97M-V/def2-TZVPD, the OMol25 dataset).

Cartesian coordinates (Å):
C  1.22427  -0.42014  -1.75583
H  -3.41086  4.51026  0.20487
F  5.64314  0.86700  -4.12443
C  -3.10989  1.66508  0.87306
C  3.40479  0.97903  0.60793
H  -3.03336  0.53980  2.69166
N  -1.66906  -1.45606  2.04021
C  3.39004  2.46425  0.85237
O  -1.63845  3.82967  -1.74034
H  0.34622  -2.29720  -2.25753
H  -0.65600  -0.96178  -2.70018
N  -3.91485  4.24224  -0.63738
H  3.82917  2.96806  -0.00527
C  -0.00560  -1.32599  -1.90510
H  1.81269  -0.57397  -2.65978
H  3.96427  2.66078  1.75562
F  6.26977  -0.21721  -2.19759
H  -0.50473  -3.63334  2.34504
H  1.95502  -1.68591  -0.11242
C  1.69862  -0.14062  1.76139
F  5.24967  1.84869  -2.08224
H  -0.11483  -1.90028  0.19815
H  1.68942  0.69525  2.46559
H  3.15552  -0.77604  -0.98559
H  -1.79351  -3.84468  3.49456
F  4.03978  0.00408  -2.73012
P  -3.09593  3.11317  -1.60369
C  -3.51862  -2.75970  1.05404
C  -2.68959  1.69979  -0.46058
H  -3.71913  -3.82017  0.93556
H  2.39928  -0.88894  2.15128
B  5.32674  0.62677  -2.78323
H  -1.44617  -2.43873  -0.79176
C  2.15404  -0.71621  -0.58031
H  0.93547  0.63142  -1.77217
H  2.37133  2.81605  1.00924
C  -1.57817  -3.78642  2.42697
H  -4.33971  -2.33961  1.63568
C  -2.75935  0.59512  1.64942
H  -1.88231  -4.68760  1.90878
N  2.10571  0.34878  0.44794
H  -3.67832  2.47828  1.29739
H  0.68855  -0.54569  1.74974
C  -1.60408  -0.44647  -0.13537
O  4.42878  0.36266  0.55615
H  -3.50018  -2.31212  0.06357
C  -2.24503  -2.58131  1.83194
N  -2.03551  -0.42321  1.14999
H  -1.62694  0.65429  -1.97028
H  -4.84907  3.94211  -0.38437
H  -0.94013  3.40921  -1.22430
C  -0.76775  -1.59509  -0.61662
C  -1.95517  0.62269  -0.94169

Total charge ... 0
Energy ... -46871.29926 eV

From a Löwdin analysis of the wavefunction, the atomic charges in e read: number 1, C, carries -0.16; number 2, H, carries 0.04; number 3, F, carries 0.09; number 4, C, carries -0.04; number 5, C, carries -0.48; number 6, H, carries 0.14; number 7, N, carries 0.14; number 8, C, carries 0.01; number 9, O, carries -0.27; number 10, H, carries 0.12; number 11, H, carries 0.11; number 12, N, carries -0.18; number 13, H, carries 0.09; number 14, C, carries -0.18; number 15, H, carries 0.11; number 16, H, carries 0.08; number 17, F, carries 0.10; number 18, H, carries 0.09; number 19, H, carries 0.12; number 20, C, carries -0.08; number 21, F, carries 0.08; number 22, H, carries 0.10; number 23, H, carries 0.09; number 24, H, carries 0.10; number 25, H, carries 0.10; number 26, F, carries 0.06; number 27, P, carries 0.82; number 28, C, carries 0.00; number 29, C, carries -0.30; number 30, H, carries 0.09; number 31, H, carries 0.10; number 32, B, carries -1.25; number 33, H, carries 0.13; number 34, C, carries -0.16; number 35, H, carries 0.11; number 36, H, carries 0.06; number 37, C, carries 0.00; number 38, H, carries 0.10; number 39, C, carries 0.00; number 40, H, carries 0.09; number 41, N, carries -0.12; number 42, H, carries 0.10; number 43, H, carries 0.04; number 44, C, carries -0.14; number 45, O, carries 0.14; number 46, H, carries 0.08; number 47, C, carries -0.34; number 48, N, carries -0.03; number 49, H, carries 0.12; number 50, H, carries 0.04; number 51, H, carries 0.06; number 52, C, carries -0.12; number 53, C, carries 0.00